Computed, not measured: a molecular structure, C22H37FO8S4 at a distorted geometry, with wB97M-V/def2-TZVPD.

```
72
Properties=species:S:1:pos:R:3:mulliken_charge:R:1
C 0.8655 3.3779 2.5469 -0.82
H 1.9740 -5.8997 3.9346 0.52
H 0.2305 3.9018 0.5902 0.30
C -3.3701 5.1825 -3.5561 -0.58
H 0.2080 -4.4540 4.4710 0.62
H -3.3391 5.7931 -2.6307 0.37
O -1.6615 -3.2533 -1.1193 -0.72
H 3.6357 -5.4016 2.5758 0.37
C 2.9447 -3.2607 2.1718 -0.49
C 1.2152 0.5524 -1.4878 0.64
H 0.8360 0.6293 -0.3680 -0.11
H 0.5100 -0.2704 -3.0462 0.79
C 0.8136 4.3076 1.3198 -0.59
C 2.9296 -4.6129 2.7942 -0.32
H -4.1151 -2.4859 1.0106 0.41
O 3.5358 -2.3543 -1.0892 -0.64
S 2.3592 4.2539 0.5352 1.09
O -1.4308 -2.1885 0.9399 -0.58
C -2.3452 -4.8233 2.1394 -0.14
H -1.9999 -4.0331 2.8993 0.08
H 1.8961 -1.3787 2.1462 0.54
F -0.0575 -1.9229 3.7110 -0.33
H 1.2389 3.7916 3.4396 0.38
C -1.2276 3.5505 -3.6248 -0.59
H -1.4195 -5.4480 0.2060 0.29
H -0.5885 -0.6959 -2.0663 0.70
C 1.0068 -4.0585 3.9918 -0.35
O 3.3254 -1.1751 -3.2176 -0.75
H 1.1336 1.4328 -2.2796 0.00
H 3.3391 0.9212 -1.3037 0.47
H 3.7484 -3.1586 1.4272 0.33
H 1.1169 -2.6227 -2.6463 0.67
C 0.4541 -0.5296 -2.1562 -1.77
C -3.7533 -3.4152 0.5749 -0.61
H 3.8824 2.6088 1.0835 0.30
C 2.5823 0.1696 -1.1636 -0.40
C 1.0320 -2.7297 3.4234 0.01
H -4.2150 -3.8790 -0.3038 0.35
C -3.8282 -4.5020 1.6958 -1.31
C -1.4547 -4.6169 1.0426 -0.53
H -3.9318 5.7919 -4.4502 0.27
H 1.5615 1.5850 1.5780 -0.47
H -2.3893 1.9785 -3.0317 0.27
H -1.1448 3.2284 -4.7074 0.30
H -4.6034 3.6586 -3.2771 0.29
H -4.4807 -4.1554 2.4834 0.43
O 2.2309 3.5776 -0.7164 -0.55
S -1.6066 5.3697 -3.7825 1.15
H -4.1162 -5.2316 1.2942 0.57
C 2.0766 2.4632 2.1672 0.11
H 0.8966 -2.3273 -0.8492 -0.14
H -0.2750 3.3918 -3.1699 0.24
H -2.0727 -5.8147 2.7775 0.36
H 0.5531 5.2850 1.6744 0.38
C -2.4100 3.0811 -3.0120 -0.47
S 2.7812 -1.4494 -1.8487 1.11
C 1.9833 -2.3922 2.4770 -0.06
H 2.4337 -0.0320 -0.1239 -0.14
S -2.0151 -3.2203 0.2373 1.25
C 1.1278 -1.8959 -1.9249 -0.44
H 3.6005 3.7420 2.5679 0.31
H -3.5945 3.1856 -4.5987 0.35
H -0.5823 -4.4929 1.3697 0.17
O -1.1038 5.9610 -2.6215 -0.62
C -3.5680 3.7542 -3.7140 -0.63
C 2.0013 -4.9528 3.6701 -0.83
H 2.3110 1.9563 3.1365 0.56
O 2.8886 5.5979 0.5460 -0.76
O -1.4719 5.9248 -5.1150 -0.69
C 3.1539 3.2155 1.6848 -0.59
H -0.0484 2.7630 2.6731 0.35
H -2.1934 3.1509 -2.0056 0.33
```

Output
Total charge: 0
ΔE to the lowest compared entry with this formula, charge and spin: 0.0000 eV
HOMO level: -9.2 eV
Gap between HOMO and LUMO: 9.380 eV

---

Computed, not measured: a molecular structure, C22H37FeO3Si at a distorted geometry, with wB97M-V/def2-TZVPD.

```
64
Properties=species:S:1:pos:R:3:mulliken_charge:R:1
H 2.4813 -0.9728 -2.6923 0.45
H 5.6795 2.1357 -1.1450 0.29
O -3.9080 -1.2224 0.8012 -0.34
H -6.2513 0.6697 0.1735 0.25
C -1.6997 0.5423 -2.6319 -0.38
H -1.3614 -0.0166 -3.5054 0.40
C -3.0569 1.4389 -0.9749 -0.24
C 6.5271 3.6455 1.4655 -0.52
H 0.0054 1.9886 -2.2678 0.65
C -6.2996 -0.2909 -0.3576 -0.97
H 4.0482 -1.8166 -0.7821 0.40
O 1.5828 0.0542 0.4400 -0.41
H 6.5272 4.6464 1.0231 0.27
H 7.1087 3.6607 2.3855 0.29
C 3.2150 0.7632 -0.7541 -0.01
H -5.5294 -3.3097 -1.1873 0.28
C -1.8906 -2.1138 -0.3910 -1.32
H 2.6451 -2.5733 -0.0063 0.37
C -2.9781 0.4288 -2.0008 -0.43
C -0.5537 -2.2905 0.0518 -0.91
C -0.4867 -1.9330 1.4398 -0.13
H 5.0376 2.6176 2.6910 0.32
C -5.7278 -3.3372 -0.1070 -1.05
H -2.3112 -2.5128 -1.3150 0.59
C 1.7082 -0.7266 -1.9549 -1.71
H -5.8052 -0.1637 -1.3284 0.26
H 7.6142 3.1329 -0.3722 0.30
O 4.6946 2.2618 0.6852 -0.22
H 1.5181 2.0634 -0.3328 0.00
H -3.9199 1.6596 -0.3549 0.38
H 7.7642 1.9376 0.9355 0.27
C -0.9703 1.5991 -1.9825 -0.71
H 6.0608 0.7956 -0.0132 0.24
C 5.0796 3.1697 1.7340 -0.59
C 2.1857 1.3609 0.2080 -0.25
H 3.2409 1.1976 -1.7686 0.22
H -3.1279 -3.1227 1.0362 0.28
C 3.2177 -1.6483 -0.0849 -1.89
H -5.9671 -0.6638 2.8907 0.29
H 0.4423 -1.9240 2.0063 0.46
H 1.2179 0.1987 -2.2993 0.19
H -5.0540 -4.0739 0.3536 0.34
C 2.3832 -0.5275 -0.6222 2.11
H -7.2647 -1.7938 2.4218 0.36
H -5.7102 -2.4179 3.0162 0.28
C -6.1793 -1.6291 2.4131 -1.06
H 2.5384 1.7742 1.1494 0.25
C 7.0930 2.6388 0.4409 -0.56
H 4.3621 4.0077 1.7677 0.27
H 0.9669 -1.5283 -1.9421 0.21
C -1.8243 2.1716 -0.9841 -0.76
C -2.7657 -2.0904 0.8775 0.72
H -7.3582 -0.5202 -0.5433 0.37
H 4.2003 0.5673 -0.3498 -0.28
H 0.2616 -2.6906 -0.5312 0.93
Si -5.5280 -1.6468 0.6659 0.32
C 5.8765 1.8840 -0.0879 -0.50
H -6.7636 -3.6823 0.0367 0.39
C -1.7501 -1.7203 1.9365 -1.02
H -1.5999 3.0534 -0.3903 0.46
H -3.7821 -0.2447 -2.2984 0.41
H -2.0532 -1.5631 2.9651 0.48
Fe -1.4513 0.0550 -0.5359 0.55
H 3.6457 -1.3532 0.8836 0.38
```

Output
Total charge: 0
ΔE to the lowest compared entry with this formula, charge and spin: 0.0000 eV
HOMO level (alpha / beta): -4.8 / -7.8 eV
Spin multiplicity: 6
Gap between HOMO and LUMO (alpha / beta): 5.455 / 8.092 eV

---

Computed, not measured: a molecular structure, C22H38AuN2O4P3S2 at a distorted geometry, with wB97M-V/def2-TZVPD.

```
72
Properties=species:S:1:pos:R:3:mulliken_charge:R:1
C 10.4211 3.3755 12.1800 -1.67
H 17.3883 0.1000 13.8099 0.35
C 16.7677 4.6485 8.1879 -0.31
C 9.8269 3.7818 17.0101 -0.31
H 11.5719 1.2529 10.7430 0.53
H 14.7890 0.0786 12.9714 0.31
O 22.8526 5.0423 16.8468 0.00
C 14.5947 -0.4057 13.9046 -1.72
H 21.9314 5.6286 10.9012 0.32
H 11.3959 3.6749 9.6337 0.45
H 10.2254 2.9872 13.1919 0.33
O 18.5670 5.2766 10.7624 -0.26
H 13.1610 3.6320 9.9208 0.44
H 12.1672 4.9077 10.4920 0.31
H 17.3679 2.6798 15.2503 0.45
C 11.0841 3.3676 16.4787 0.20
H 20.7592 6.9083 11.4745 0.31
C 16.9750 -0.0671 14.7793 -1.87
H 11.7344 5.5480 13.1293 0.55
H 9.7583 2.8910 11.4878 0.52
H 8.7466 4.1762 18.5980 0.48
H 13.1135 1.2283 11.3995 0.29
P 17.3084 4.3229 10.6582 0.87
N 11.4556 3.7037 15.1302 -0.40
H 17.5643 5.1185 7.6219 0.27
H 12.1144 1.5288 19.2584 0.54
C 20.8654 6.0487 10.7851 -1.17
H 12.9975 6.0994 12.1024 0.36
S 17.5751 2.7157 11.8617 -0.56
H 16.6440 3.0542 6.7409 0.31
C 10.3171 2.7132 19.0549 -0.49
H 17.1362 -1.1766 14.8968 0.47
H 15.7674 4.4814 6.2971 0.38
C 9.5710 3.5962 18.3849 -0.59
C 15.4987 0.2905 14.9641 1.82
H 17.6327 0.3409 15.5183 0.46
H 15.5064 -1.2238 16.5385 0.44
C 12.6634 3.3174 14.6270 0.50
O 17.3114 3.8264 9.1374 -0.29
C 16.4752 2.7518 15.8207 -1.36
H 19.8408 4.5081 12.0260 0.38
P 15.1999 2.1413 14.8196 0.31
H 16.5594 2.2140 16.7872 0.35
H 14.8486 -1.4724 13.8812 0.54
H 20.2385 4.1012 10.2742 0.25
C 13.5413 2.5502 15.3485 -0.36
S 15.7001 5.3087 11.1578 -0.44
H 14.9993 3.4462 7.5196 0.22
C 11.9789 2.6509 17.3314 0.56
H 15.3151 0.3429 17.2186 0.26
H 13.2323 6.1592 13.8707 0.35
H 20.6438 6.4126 9.7941 0.31
N 13.2869 2.1485 16.8514 -0.31
O 22.8910 5.5113 17.8870 0.00
C 11.8570 3.0934 11.6870 1.70
H 13.5327 -0.2822 14.1111 0.29
Au 15.3432 3.0329 12.6596 0.57
P 13.2229 3.7702 12.9978 0.80
C 12.1885 3.8093 10.3811 -1.81
H 10.0225 2.4992 20.0201 0.41
C 15.0247 -0.2218 16.3159 -1.65
H 13.9641 -0.4645 16.3990 0.34
H 11.7333 1.0117 12.5302 0.27
C 12.7691 5.5868 13.0275 -1.49
C 19.9514 4.9008 11.0046 -0.19
C 11.6350 2.2099 18.6655 -0.82
C 15.9714 3.7944 7.1302 -1.11
H 10.1500 4.4181 12.1658 0.38
C 12.1006 1.5535 11.6635 -1.51
H 16.1897 5.4653 8.6567 0.41
H 9.2815 4.5761 16.3369 0.28
H 16.3409 3.7991 16.0620 0.42
```

Output
Total charge: +1
ΔE to the lowest compared entry with this formula, charge and spin: 0.0000 eV
HOMO level (alpha / beta): -9.6 / -11.4 eV
Spin multiplicity: 4
Gap between HOMO and LUMO (alpha / beta): 5.007 / 6.885 eV